# 1
ORCA calculation (ωB97M-V/def2-TZVPD) on a 2-piece molecular cluster, C4H10OS overall at a distorted geometry.

Calculated values
E_tot, Eh: -631.743413
Kohn-Sham gap, Eh: 0.3379
E_LUMO, eV: 0.81
Highest occupied orbital energy, eV: -8.38
Charge: 0
SMILES: CC=O.CSC

Structure (XYZ):
```
16
C4H10OS (ωB97M-V/def2-TZVPD)
C -0.695 2.793 0.812
S -1.015 1.373 1.742
C 0.149 1.414 3.195
H -1.806 2.937 0.580
H -0.272 2.533 -0.168
H -0.401 3.677 1.191
H -0.209 0.703 3.777
H 1.242 1.332 2.762
H 0.201 2.255 3.818
O 0.584 -1.396 -3.688
C 0.435 -1.893 -2.595
C 0.330 -3.381 -2.424
H 0.250 -1.150 -1.808
H -0.094 -3.628 -1.359
H 1.386 -3.799 -2.480
H -0.086 -3.772 -3.355
```

Atom charges from the natural (NBO) analysis, given in e for atoms 1 to 4: -0.78, 0.19, -0.70, 0.23

---

# 2
ORCA calculation (ωB97M-V/def2-TZVPD) on a 2-piece molecular cluster, C4H10OS2 overall at a distorted geometry.

Calculated values
E_tot, Eh: -1029.985666
Kohn-Sham gap, Eh: 0.3556
E_LUMO, eV: 0.35
Highest occupied orbital energy, eV: -9.33
Charge: 0
SMILES: CC=O.CCSS

Structure (XYZ):
```
17
C4H10OS2 (ωB97M-V/def2-TZVPD)
O 1.463 0.617 3.581
C 0.701 -0.063 2.928
C -0.487 0.481 2.174
H 0.988 -1.153 2.642
H -1.413 0.156 2.675
H -0.546 0.195 1.111
H -0.455 1.544 2.315
C -0.685 0.186 -2.964
C -0.468 0.030 -1.480
S 0.234 -1.577 -1.016
S 2.241 -1.189 -0.501
H -1.257 -0.697 -3.452
H 0.268 0.127 -3.461
H -1.241 1.122 -3.230
H -1.460 0.188 -0.962
H 0.166 0.798 -1.116
H 1.953 -0.765 0.757
```

Atom charges from the natural (NBO) analysis, given in e for atoms 1 to 4: -0.51, 0.44, -0.74, 0.10

---

# 3
ORCA calculation (ωB97M-V/def2-TZVPD) on a 2-piece molecular cluster, C4H10OS2 overall at a distorted geometry.

Calculated values
E_tot, Eh: -1030.011883
Kohn-Sham gap, Eh: 0.3231
E_LUMO, eV: 0.59
Highest occupied orbital energy, eV: -8.21
Charge: 0
SMILES: C1CCSSC1.O

Structure (XYZ):
```
17
C4H10OS2 (ωB97M-V/def2-TZVPD)
S -2.851 -1.306 0.608
S -1.805 -0.370 2.049
C -1.550 -1.985 -0.501
C -0.797 0.822 1.025
C -0.769 -0.780 -1.108
C 0.000 0.000 0.000
H -1.106 -2.736 0.181
H -2.054 -2.532 -1.321
H -0.053 1.380 1.626
H -1.550 1.549 0.663
H -1.518 -0.133 -1.603
H -0.055 -1.121 -1.882
H 0.678 0.715 -0.505
H 0.617 -0.642 0.657
O 3.229 1.873 0.604
H 3.270 0.903 0.446
H 3.828 2.025 1.369
```

Atom charges from the natural (NBO) analysis, given in e for atoms 1 to 4: 0.07, 0.06, -0.54, -0.51

---

# 4
ORCA calculation (ωB97M-V/def2-TZVPD) on C4H10PS2 as an isolated structure at a distorted geometry.

Calculated values
E_tot, Eh: -1295.824285
Kohn-Sham gap (spin up / spin down), Eh: 0.2734 / 0.2734
E_LUMO (spin up / spin down), eV: -5.51 / -5.52
Highest occupied orbital energy (spin up / spin down), eV: -12.95 / -12.95
Charge: +1

Structure (XYZ):
```
17
C4H10PS2 (ωB97M-V/def2-TZVPD)
C -1.528 0.969 1.134
C 1.190 1.409 0.249
C 0.294 -1.290 1.149
C -0.746 -0.187 -1.391
P -0.179 0.215 0.275
S -1.939 2.396 1.632
S -3.079 -0.887 1.436
H 1.467 1.646 -0.776
H 2.053 0.990 0.766
H 0.890 2.328 0.753
H 0.394 -1.076 2.212
H 1.248 -1.641 0.752
H -0.471 -2.054 1.004
H -1.653 -0.786 -1.313
H 0.031 -0.763 -1.897
H -0.954 0.722 -1.953
H -4.076 -0.091 1.798
```

Atom charges from the natural (NBO) analysis, given in e for atoms 1 to 4: -0.58, -0.96, -0.95, -0.95

---

# 5
ORCA calculation (ωB97M-V/def2-TZVPD) on a 2-piece molecular cluster, C4H10S overall at a distorted geometry.

Calculated values
E_tot, Eh: -556.516677
Kohn-Sham gap, Eh: 0.3703
E_LUMO, eV: 0.79
Highest occupied orbital energy, eV: -9.28
Charge: 0
SMILES: C=C(C)C.S

Structure (XYZ):
```
15
C4H10S (ωB97M-V/def2-TZVPD)
C -0.670 1.445 0.006
C -1.298 -0.638 -1.221
C -0.528 -0.638 1.285
C -0.738 -0.041 0.104
S 3.685 -0.009 -0.071
H 0.333 1.692 -0.473
H -1.611 1.826 -0.563
H -0.776 1.945 1.078
H -1.559 -1.610 -1.144
H -0.398 -0.804 -1.955
H -2.129 -0.128 -1.770
H -0.089 -0.186 2.147
H -0.805 -1.721 1.461
H 2.646 -0.888 -0.381
H 4.355 -1.187 -0.004
```

Atom charges from the natural (NBO) analysis, given in e for atoms 1 to 4: -0.65, -0.64, -0.42, 0.01

---

# 6
ORCA calculation (ωB97M-V/def2-TZVPD) on one molecule with the formula C4H10S.

Calculated values
E_tot, Eh: -556.577041
Kohn-Sham gap, Eh: 0.3516
E_LUMO, eV: 1.12
Highest occupied orbital energy, eV: -8.45
Charge: 0
SMILES: CCCSC

Structure (XYZ):
```
15
C4H10S (ωB97M-V/def2-TZVPD)
C 0.571 -1.846 -1.040
C 0.102 -0.978 0.142
C -0.950 0.033 -0.304
S -1.351 1.257 0.971
C 0.139 2.273 1.073
H 0.520 -1.308 -1.974
H 1.567 -2.263 -0.916
H -0.124 -2.671 -1.155
H 0.937 -0.405 0.513
H -0.184 -1.601 0.989
H -1.951 -0.372 -0.392
H -0.608 0.483 -1.236
H 0.115 3.037 0.302
H 0.197 2.711 2.068
H 1.021 1.650 0.960
```

Atom charges from the natural (NBO) analysis, given in e for atoms 1 to 4: -0.61, -0.41, -0.52, 0.18

---

# 7
ORCA calculation (ωB97M-V/def2-TZVPD) on one molecule with the formula C4H10S.

Calculated values
E_tot, Eh: -556.579200
Kohn-Sham gap, Eh: 0.3642
E_LUMO, eV: 0.96
Highest occupied orbital energy, eV: -8.95
Charge: 0
SMILES: CCCCS

Structure (XYZ):
```
15
C4H10S (ωB97M-V/def2-TZVPD)
C 0.644 1.481 2.174
C -0.086 0.633 1.129
C 0.884 -0.287 0.400
C 0.282 -1.232 -0.647
S -0.917 -0.324 -1.646
H 1.246 2.248 1.686
H 1.329 0.879 2.786
H -0.025 1.985 2.861
H -0.993 0.124 1.452
H -0.448 1.366 0.410
H 1.621 0.335 -0.122
H 1.414 -0.903 1.136
H 1.066 -1.587 -1.312
H -0.143 -2.124 -0.191
H -1.279 -1.296 -2.492
```

Atom charges from the natural (NBO) analysis, given in e for atoms 1 to 4: -0.60, -0.41, -0.40, -0.51

---

# 8
ORCA calculation (ωB97M-V/def2-TZVPD) on one molecule with the formula C4H10S2 at a distorted geometry.

Calculated values
E_tot, Eh: -954.771022
Kohn-Sham gap, Eh: 0.3542
E_LUMO, eV: 0.83
Highest occupied orbital energy, eV: -8.81
Charge: 0
SMILES: CCSSCC

Structure (XYZ):
```
16
C4H10S2 (ωB97M-V/def2-TZVPD)
C 2.882 -1.449 -0.751
C 1.647 -0.524 -0.718
S 0.223 -1.299 0.141
S -1.356 -0.362 -0.748
C -1.592 1.144 0.264
C -2.797 1.054 1.202
H 3.528 -1.249 0.087
H 2.540 -2.474 -0.595
H 3.327 -1.446 -1.741
H 1.871 0.387 -0.178
H 1.303 -0.302 -1.718
H -1.691 2.024 -0.359
H -0.633 1.304 0.761
H -2.935 0.072 1.640
H -2.622 1.759 2.029
H -3.697 1.360 0.683
```

Atom charges from the natural (NBO) analysis, given in e for atoms 1 to 4: -0.63, -0.52, 0.07, 0.08

---

# 9
ORCA calculation (ωB97M-V/def2-TZVPD) on C4H10S2 as an isolated structure at a distorted geometry.

Calculated values
E_tot, Eh: -954.575289
Kohn-Sham gap, Eh: 0.1753
E_LUMO, eV: -1.80
Highest occupied orbital energy, eV: -6.57
Charge: 0

Structure (XYZ):
```
16
C4H10S2 (ωB97M-V/def2-TZVPD)
C 2.132 -0.534 0.521
C 1.759 0.817 0.096
S 0.151 -1.259 -2.078
S -1.118 -1.884 -0.577
C -1.869 -0.396 0.420
C -1.722 0.811 -0.333
H 1.195 -0.374 -0.444
H 1.804 -1.018 1.430
H 3.144 -0.942 0.296
H 1.367 1.525 0.853
H 2.384 1.209 -0.730
H -2.942 -0.734 0.709
H -1.233 -0.582 1.369
H -0.738 1.247 -0.141
H -2.507 1.536 0.001
H -1.807 0.578 -1.391
```

Atom charges from the natural (NBO) analysis, given in e for atoms 1 to 4: -0.35, -0.36, -0.50, -0.06

---

# 10
ORCA calculation (ωB97M-V/def2-TZVPD) on a 2-piece molecular cluster, C4H10S2 overall at a distorted geometry.

Calculated values
E_tot, Eh: -954.714071
Kohn-Sham gap, Eh: 0.3267
E_LUMO, eV: 0.32
Highest occupied orbital energy, eV: -8.57
Charge: 0
SMILES: C=CC.CSS

Structure (XYZ):
```
16
C4H10S2 (ωB97M-V/def2-TZVPD)
C 1.233 2.198 0.124
S 2.510 0.813 0.401
S 1.731 -0.488 -1.101
H 0.979 2.020 -0.913
H 1.833 3.115 0.118
H 0.487 2.252 0.904
H 2.963 -0.721 -1.538
C -2.575 -0.166 0.562
C -3.580 -1.240 0.907
C -4.316 -1.895 0.026
H -2.333 -0.187 -0.499
H -3.143 0.768 0.732
H -1.708 -0.082 1.211
H -3.981 -1.056 1.908
H -5.133 -2.559 0.285
H -4.211 -1.728 -1.045
```

Atom charges from the natural (NBO) analysis, given in e for atoms 1 to 4: -0.70, 0.03, -0.15, 0.24

---

# 11
ORCA calculation (ωB97M-V/def2-TZVPD) on one molecule with the formula C4H10Si at a distorted geometry.

Calculated values
E_tot, Eh: -447.812922
Kohn-Sham gap, Eh: 0.3477
E_LUMO, eV: 0.97
Highest occupied orbital energy, eV: -8.50
Charge: 0
SMILES: CC1(C)C[SiH2]1

Structure (XYZ):
```
15
C4H10Si (ωB97M-V/def2-TZVPD)
C -0.700 -1.214 -0.601
C 0.062 0.029 0.088
C 1.576 0.077 -0.118
C -0.143 0.506 1.489
Si -1.164 0.405 -1.305
H -0.105 -1.868 -1.261
H -1.472 -1.728 -0.083
H 1.707 -0.023 -1.186
H 1.957 -0.709 0.485
H 1.921 0.976 0.262
H -1.067 0.136 1.947
H -0.153 1.595 1.578
H 0.734 0.196 2.002
H -0.597 0.866 -2.507
H -2.555 0.755 -0.790
```

Atom charges from the natural (NBO) analysis, given in e for atoms 1 to 4: -0.82, -0.33, -0.59, -0.61

---

# 12
ORCA calculation (ωB97M-V/def2-TZVPD) on C4H11AlNO2Yb as an isolated structure at a distorted geometry.

Calculated values
E_tot, Eh: -1764.918458
Kohn-Sham gap, Eh: 0.0775
E_LUMO, eV: -7.59
Highest occupied orbital energy, eV: -9.70
Charge: +1

Structure (XYZ):
```
20
C4H11AlNO2Yb (ωB97M-V/def2-TZVPD)
C -0.768 -2.128 1.526
C -1.417 -1.423 0.281
O -2.397 -0.742 0.518
O -0.972 -1.597 -0.896
C 0.111 -0.601 -1.271
C 0.287 0.530 -0.316
Al 1.668 1.920 -1.056
N 1.461 3.439 0.091
H -1.553 -2.608 2.173
H -0.307 -1.320 2.098
H 0.028 -2.817 1.246
H 1.042 -1.160 -1.379
H -0.136 -0.255 -2.272
H -0.628 1.109 -0.184
H 0.705 0.228 0.652
H 3.144 1.292 -0.977
H 1.281 2.316 -2.557
H 0.559 3.861 -0.131
H 1.309 3.046 1.022
Yb -3.419 -3.089 1.431
```

Atom charges from the natural (NBO) analysis, given in e for atoms 1 to 4: -0.72, 0.82, -0.65, -0.54